DFT (wB97M-V/def2-TZVPD) results for a cluster of 4 separate species, C2H10O3 in total in a non-equilibrium geometry.

Each atom is followed by the atoms it is bonded to, with distances in Å.
CARTESIAN COORDINATES (ANGSTROEM)
1 H -1.650 -1.880 2.042  O15 0.972
2 O -0.632 1.468 1.529  H5 0.978, H7 0.967
3 H -1.690 0.085 -1.844  C11 1.073
4 H 1.053 -1.212 -2.167  C13 1.084
5 H 0.302 1.527 1.242  O2 0.978
6 H -0.904 -0.981 -3.051  C11 1.087
7 H -0.583 0.793 2.221  O2 0.967
8 H 3.055 1.220 0.910  O14 0.982
9 H 0.668 -0.265 -0.562  C13 1.076
10 H -1.626 -0.954 0.776  O15 0.968
11 C -0.788 -0.426 -2.123  H3 1.073, H6 1.087, C13 1.339
12 H 1.710 1.941 0.454  O14 0.982
13 C 0.372 -0.685 -1.508  H4 1.084, H9 1.076, C11 1.339
14 O 2.075 1.189 0.968  H8 0.982, H12 0.982
15 O -1.362 -1.821 1.115  H1 0.972, H10 0.968

Computed properties:
Strongest force on any atom ... 1.71 eV/A
Spin multiplicity ... 2
Relative energy (zero: lowest compared OMol25 entry of this formula, charge and spin) ... 22.0 kcal per mole
Gap between HOMO and LUMO (alpha / beta) ... 2.835 / 10.268 eV
Net charge ... -1
M ... 82.10 g mol⁻¹

These are the natural (NBO) partial charges, in e, on atoms 1 to 5: atom 1 (H): 0.450, atom 2 (O): -1.034, atom 3 (H): 0.187, atom 4 (H): 0.180, atom 5 (H): 0.480